The following is a DFT calculation (ωB97M-V/def2-TZVPD) of an isolated molecule of C7H19NO2P2.

## Properties
E_tot   -1166.0987 Ha
Orbital gap   0.395 Ha
E_HOMO   -9.984 eV
Energy relative to the best compared isomer or geometry (same formula, charge and spin)   0.0 kJ/mol
Largest force on an atom   0.0456 Eh/bohr

Structure (ORCA input):
```
! wB97M-V def2-TZVPD RIJCOSX def2/J DEFGRID3
* xyz 0 1
C -2.30 -2.52 0.04
P 1.21 -0.33 0.18
H -3.81 2.74 1.58
H 0.19 -0.96 -1.55
H 4.61 0.73 -0.74
N -0.19 -0.61 -0.70
O -2.36 -0.73 -1.97
C 2.39 0.58 -0.88
H 2.31 0.38 -2.01
H 3.57 -1.74 -1.01
H 5.22 -1.39 -0.45
H -1.92 2.62 1.80
C -2.72 1.63 0.00
C -2.82 2.74 1.07
C 3.75 0.23 -0.21
H 1.66 -1.58 0.41
P -1.87 -0.89 -0.62
H -1.96 1.83 -0.72
H -2.77 3.74 0.72
H 4.13 -1.78 0.84
H 3.73 0.56 0.87
H -2.81 -0.23 1.39
H -3.39 -2.34 0.30
C 4.18 -1.29 -0.15
H -1.63 -2.81 0.86
H -1.29 0.71 1.06
H -2.46 -3.20 -0.77
H 2.19 1.69 -0.74
O 1.09 0.36 1.48
C -2.27 0.34 0.61
H -3.65 1.53 -0.67
*
```

=====

The following is a DFT calculation (ωB97M-V/def2-TZVPD) of a structure of composition C5H11N2O3.

## Properties
E_tot   -531.9780 Ha
Orbital gap   0.432 Ha
E_HOMO   -14.757 eV
Energy relative to the best compared isomer or geometry (same formula, charge and spin)   399.4 kJ/mol
Largest force on an atom   0.0928 Eh/bohr

Structure (ORCA input):
```
! wB97M-V def2-TZVPD RIJCOSX def2/J DEFGRID3
* xyz 1 1
C 1.35 0.07 0.66
H 0.37 2.31 2.57
C -0.30 -0.49 -0.52
H -1.86 0.74 1.80
O 1.43 1.15 1.34
N -0.13 -0.54 0.95
H -0.19 -2.53 -2.99
O -1.60 0.75 -0.68
C 0.13 -1.61 -2.53
H -2.22 0.34 -1.26
N 0.93 0.12 -0.76
H 0.94 1.06 -1.18
H -0.34 -1.39 1.50
C 0.13 1.73 1.66
H -0.12 2.22 0.69
H 1.18 -1.58 -2.50
H 2.25 -0.50 0.83
O -0.57 -1.62 -1.20
H -0.19 -0.89 -3.24
H -0.46 0.19 2.93
C -0.73 0.46 1.92
*
```

=====

The following is a DFT calculation (ωB97M-V/def2-TZVPD) of a structure of composition C24H16Cl2CrN8O2S2.

## Properties
E_tot   -4273.8437 Ha
Orbital gap (alpha / beta)   0.224 / 0.243 Ha
E_HOMO (alpha / beta)   -10.319 / -10.394 eV
<S²>   0.824
Largest force on an atom   0.0340 Eh/bohr

Structure (ORCA input):
```
! wB97M-V def2-TZVPD RIJCOSX def2/J DEFGRID3
* xyz 1 2
H 1.08 0.26 -3.04
C 0.30 4.12 -1.40
C -0.08 -0.08 2.84
H -3.66 2.50 0.24
O -2.06 2.72 -1.66
Cr -0.11 -0.50 -0.18
C 1.92 0.09 1.82
H -1.99 -0.31 2.17
N -1.39 0.99 -0.31
H 3.20 4.95 0.14
H 1.48 -6.11 -1.43
C -5.23 -0.49 0.49
C 0.07 2.96 -0.67
C 3.98 0.25 0.32
Cl -6.78 -1.17 0.83
N 0.55 -0.17 1.69
N 1.87 0.04 -0.59
C -5.04 0.89 0.51
C -0.06 -4.65 -1.15
H -0.41 4.43 -2.15
C -4.18 -1.34 0.19
S 0.98 0.27 4.16
N -1.40 -0.25 2.98
C -3.79 1.42 0.23
C 2.32 0.33 3.07
C 2.59 0.13 -1.68
H -4.34 -2.41 0.17
Cl -6.33 1.97 0.89
C 1.24 -5.10 -1.14
H 2.67 -2.25 -0.03
C 2.24 -4.23 -0.72
C -1.22 2.21 -0.94
H 2.65 0.27 -3.72
H -1.84 -0.08 3.87
H -0.90 -5.27 -1.44
C -1.72 -2.83 -0.70
C 2.30 4.40 -0.12
N 0.65 -2.48 -0.41
H 4.78 0.32 1.03
N 0.87 2.52 0.29
H 2.60 2.87 1.36
C 1.90 -2.94 -0.37
H 1.66 5.76 -1.66
C -2.93 -0.80 -0.08
C 2.66 0.13 0.55
N 2.07 0.08 -2.93
C -0.31 -3.35 -0.78
O -2.67 -3.53 -0.97
C -2.73 0.58 -0.08
C 1.97 3.24 0.56
C 1.45 4.85 -1.12
N -1.73 -1.52 -0.30
H 3.27 -4.54 -0.66
S 4.28 0.31 -1.38
H 3.31 0.57 3.43
*
```

=====

The following is a DFT calculation (ωB97M-V/def2-TZVPD) of a structure of composition Cl3H2LiO.

## Properties
E_tot   -1464.6908 Ha
Orbital gap   0.246 Ha
E_HOMO   -2.007 eV
Energy relative to the best compared isomer or geometry (same formula, charge and spin)   124.5 kJ/mol
Largest force on an atom   0.0136 Eh/bohr

Structure (ORCA input):
```
! wB97M-V def2-TZVPD RIJCOSX def2/J DEFGRID3
* xyz -2 1
H -0.47 -0.45 -2.10
Cl -0.49 -2.31 3.11
Cl 2.42 2.11 2.23
O 0.41 -0.68 -1.81
H 0.90 -0.84 -2.62
Cl -2.76 1.93 0.18
Li 0.00 0.25 1.01
*
```

=====

The following is a DFT calculation (ωB97M-V/def2-TZVPD) of an isolated molecule of C7H8S.

## Properties
E_tot   -669.4561 Ha
Orbital gap (alpha / beta)   0.247 / 0.231 Ha
E_HOMO (alpha / beta)   -5.792 / -8.570 eV
Energy relative to the best compared isomer or geometry (same formula, charge and spin)   176.9 kJ/mol
<S²>   2.042
Largest force on an atom   0.1376 Eh/bohr

Structure (ORCA input):
```
! wB97M-V def2-TZVPD RIJCOSX def2/J DEFGRID3
* xyz 0 3
H -5.28 0.65 0.20
H 2.58 1.01 1.23
H 0.46 -2.71 0.34
C -3.17 -0.12 -0.14
S 2.33 -0.64 -0.47
H -2.01 -1.91 1.12
C 3.08 0.90 0.22
C -4.26 0.47 -0.13
C -1.96 -0.69 -0.55
H 0.14 0.19 -0.41
C 0.68 -0.65 -0.04
C 0.00 -1.75 0.20
H 3.09 1.79 -0.56
H -1.65 -0.23 -1.46
H 4.06 0.56 0.45
C -1.40 -1.64 0.25
*
```

=====

The following is a DFT calculation (ωB97M-V/def2-TZVPD) of a structure of composition C19H18BrIN7O4Zn.

## Properties
E_tot   -6070.0988 Ha
Orbital gap   0.339 Ha
E_HOMO   -11.883 eV
Energy relative to the best compared isomer or geometry (same formula, charge and spin)   14.9 kJ/mol
Largest force on an atom   0.0105 Eh/bohr

Structure (ORCA input):
```
! wB97M-V def2-TZVPD RIJCOSX def2/J DEFGRID3
* xyz 1 1
C -4.28 -0.81 -1.43
C 3.27 -1.75 -0.70
O 1.37 3.93 -0.75
H -0.32 -2.78 1.38
H 0.73 0.74 5.77
H 4.16 -1.98 -0.12
H 3.41 -2.17 -1.70
C -0.16 -2.92 0.32
N 4.05 0.61 -0.92
Zn -0.24 0.27 -0.21
H -1.47 -0.13 4.96
H 0.36 -4.33 -2.59
H 0.25 -1.78 -2.51
C 3.05 -0.28 -0.77
N 1.89 0.36 -0.73
C 2.19 1.71 -0.83
I -0.02 -6.03 0.37
H 2.41 -2.24 -0.24
C 0.19 -3.74 -1.70
N -2.18 0.27 -1.04
O 5.66 2.78 -1.09
H -6.79 1.37 -1.44
C 0.01 -4.12 -0.39
H 2.47 1.34 4.06
H -4.65 2.55 -1.10
H 5.04 0.44 -0.99
H 2.95 4.15 -1.30
H 1.93 1.04 1.67
N 0.14 -2.39 -1.72
O 3.95 4.20 -1.28
N 0.03 0.31 1.99
C 1.10 2.73 -0.69
C -2.83 1.45 -0.99
C 1.50 0.95 3.77
H -6.86 -0.33 -1.65
H -2.40 -1.78 -1.31
C -0.89 0.00 2.91
C -4.19 1.57 -1.14
N -6.31 0.49 -1.52
C -2.93 -0.83 -1.26
H -4.82 -1.73 -1.63
H -2.22 2.32 -0.83
C 3.53 1.87 -0.97
C -0.68 0.13 4.27
C 1.21 0.78 2.44
Br -2.57 -0.64 2.34
C -4.97 0.42 -1.36
C 4.48 3.02 -1.12
O -0.05 2.22 -0.43
N -0.07 -1.87 -0.50
C 0.54 0.62 4.71
*
```

=====

The following is a DFT calculation (ωB97M-V/def2-TZVPD) of an isolated molecule of C10H13N3S.

## Properties
E_tot   -951.2745 Ha
Orbital gap   0.329 Ha
E_HOMO   -8.277 eV
Energy relative to the best compared isomer or geometry (same formula, charge and spin)   159.4 kJ/mol
Largest force on an atom   0.0857 Eh/bohr

Structure (ORCA input):
```
! wB97M-V def2-TZVPD RIJCOSX def2/J DEFGRID3
* xyz 0 1
H 1.96 0.00 -0.71
H 0.56 1.15 -2.76
H 2.34 -2.49 2.02
H -4.27 0.55 -2.05
H 0.19 -1.58 1.17
H -2.12 1.66 -2.90
C 2.33 0.79 2.25
C -0.99 0.98 -1.25
C 1.85 -0.41 2.06
H -1.73 -0.97 -2.34
H 4.68 -1.72 2.90
C 0.45 -0.57 1.50
N 1.00 0.36 -0.73
C 3.87 -1.05 2.76
N -2.75 -0.97 -2.42
H -0.26 -0.33 2.25
H -2.66 2.16 -1.33
N -1.07 0.61 0.07
H 1.69 1.63 2.09
C -2.26 1.36 -1.90
H -3.20 -1.79 -2.09
C 0.15 0.23 0.33
H -3.37 0.07 -0.67
S 3.93 0.68 2.89
C 0.30 0.93 -1.75
C -3.26 0.22 -1.77
C 2.67 -1.48 2.40
*
```

=====

The following is a DFT calculation (ωB97M-V/def2-TZVPD) of a cluster of 5 separate species, C2H12O6 in total.

## Properties
E_tot   -534.8644 Ha
Orbital gap   0.417 Ha
E_HOMO   -10.949 eV
Energy relative to the best compared isomer or geometry (same formula, charge and spin)   50.3 kJ/mol
Largest force on an atom   0.0240 Eh/bohr

Structure (ORCA input):
```
! wB97M-V def2-TZVPD RIJCOSX def2/J DEFGRID3
* xyz 0 1
H 1.13 -2.52 0.26
H -0.83 -0.94 0.80
O -0.93 -1.71 1.36
H -1.03 -2.64 -1.61
O -2.53 1.22 1.38
H 2.11 -1.62 -0.46
O 2.16 0.43 -0.04
H 0.27 2.82 0.81
O -0.76 -1.74 -1.83
H 2.04 2.84 0.50
H 0.07 -1.84 -2.30
H -2.66 2.15 1.19
H -1.51 -1.51 2.10
H -2.27 0.77 0.57
O 0.00 0.59 -0.64
H -0.07 -0.37 -0.79
H 0.83 3.01 -0.85
C 1.14 1.07 -0.11
O 1.77 -2.53 -0.47
C 1.06 2.55 0.11
*
```

=====

The following is a DFT calculation (ωB97M-V/def2-TZVPD) of a structure of composition C6H24F2N5O7PS2Ti.

## Properties
E_tot   -3230.1001 Ha
Orbital gap (alpha / beta)   0.182 / 0.181 Ha
E_HOMO (alpha / beta)   -4.045 / -4.094 eV
Energy relative to the best compared isomer or geometry (same formula, charge and spin)   863.4 kJ/mol
<S²>   3.754
Largest force on an atom   0.1706 Eh/bohr

Structure (ORCA input):
```
! wB97M-V def2-TZVPD RIJCOSX def2/J DEFGRID3
* xyz -1 4
H 25.03 -9.09 -2.85
O 32.54 -14.95 0.78
N 33.35 -13.90 2.92
C 30.19 -9.53 -2.04
H 25.13 -10.69 -1.97
N 28.79 -9.07 -2.06
Ti 31.87 -10.18 3.65
H 30.91 -8.90 -2.56
N 36.55 -11.54 4.68
H 26.67 -11.22 -3.27
C 27.32 -12.38 -0.53
C 25.10 -9.60 -1.89
O 34.71 -15.72 1.73
H 30.29 -10.55 -2.40
F 34.44 -13.62 0.92
H 37.42 -11.70 4.21
H 26.74 -7.28 -0.06
H 27.55 -9.15 -3.81
H 27.97 -7.61 -3.05
O 30.45 -9.25 6.54
O 28.33 -9.49 0.50
H 26.18 -7.17 -1.82
S 33.64 -14.75 1.71
H 27.48 -12.82 -2.88
C 27.50 -11.73 -2.79
H 36.28 -10.61 4.38
H 34.93 -7.52 2.97
H 24.16 -9.39 -1.37
S 32.65 -15.18 3.84
H 26.26 -12.62 -0.60
O 32.37 -16.47 3.26
C 26.05 -7.62 -0.84
H 25.11 -7.23 -0.45
N 26.19 -9.05 -1.07
O 34.74 -8.04 3.78
P 27.77 -9.67 -0.82
F 31.19 -14.49 3.77
H 27.99 -13.17 -0.85
H 35.81 -12.07 4.23
H 30.61 -9.45 -1.04
H 29.70 -9.14 5.92
H 28.26 -11.28 -3.44
H 27.50 -12.28 0.54
H 29.21 -8.31 -3.98
O 32.92 -15.16 5.29
N 27.63 -11.29 -1.37
H 36.60 -11.64 5.69
C 28.36 -8.58 -3.35
*
```

=====

The following is a DFT calculation (ωB97M-V/def2-TZVPD) of a cluster of 3 separate species, C4H16N2O2 in total.

## Properties
E_tot   -421.9598 Ha
Orbital gap   0.346 Ha
E_HOMO   -8.722 eV
Energy relative to the best compared isomer or geometry (same formula, charge and spin)   83.0 kJ/mol
Largest force on an atom   0.0349 Eh/bohr

Structure (ORCA input):
```
! wB97M-V def2-TZVPD RIJCOSX def2/J DEFGRID3
* xyz 0 1
O -2.07 1.88 -0.59
C -0.34 -0.89 1.42
H -0.04 -2.75 -1.36
H 1.33 -0.29 2.65
H -0.34 1.99 1.38
C 0.42 0.14 2.28
H -1.23 -1.65 -0.77
H -0.22 -0.87 -2.99
H 2.55 1.76 0.84
H -1.20 -0.42 0.94
H 0.69 -1.20 -4.18
H -0.27 0.29 3.13
H -0.71 -1.65 2.11
H -1.25 2.33 -0.37
H -2.05 1.41 -1.43
O -0.19 -0.89 -3.95
N 1.58 1.67 0.63
H 1.27 1.34 -0.26
H 1.31 -0.88 0.09
C 0.60 1.54 1.71
H 1.01 -2.46 0.83
H 0.92 2.16 2.55
N -0.28 -1.99 -0.77
C 0.53 -1.60 0.36
*
```

=====

The following is a DFT calculation (ωB97M-V/def2-TZVPD) of an isolated molecule of CHF3O2S.

## Properties
E_tot   -886.9103 Ha
Orbital gap   0.437 Ha
E_HOMO   -11.973 eV
Energy relative to the best compared isomer or geometry (same formula, charge and spin)   142.1 kJ/mol
Largest force on an atom   0.0554 Eh/bohr

Structure (ORCA input):
```
! wB97M-V def2-TZVPD RIJCOSX def2/J DEFGRID3
* xyz 0 1
S -0.59 0.71 -0.43
C 0.79 -0.63 0.40
O -0.10 1.82 -1.13
O -1.60 0.85 0.56
H 1.89 -0.73 -0.07
F 0.00 -1.69 0.55
F -1.28 -0.30 -1.51
F 0.90 -0.03 1.64
*
```

=====

The following is a DFT calculation (ωB97M-V/def2-TZVPD) of an isolated molecule of H4NOPS.

## Properties
E_tot   -871.9148 Ha
Orbital gap   0.347 Ha
E_HOMO   -8.741 eV
Energy relative to the best compared isomer or geometry (same formula, charge and spin)   151.1 kJ/mol
Largest force on an atom   0.0684 Eh/bohr

Structure (ORCA input):
```
! wB97M-V def2-TZVPD RIJCOSX def2/J DEFGRID3
* xyz 0 1
O -1.32 0.08 0.88
N 0.37 0.45 -1.38
S 1.13 -1.23 1.51
H 0.12 -1.97 1.01
H -2.13 0.49 0.44
H 1.24 0.13 -1.80
P 0.26 0.57 0.81
H 0.35 1.48 -1.47
*
```